{
  "formula": "C2HLiO2Sn",
  "method": "the ωB97M-V functional and the def2-TZVPD basis",
  "elements": ["O", "C", "C", "H", "Sn", "Li", "O"],
  "coordinates": [[-0.562, 0.430, -2.305], [-0.162, -0.086, -1.335], [0.202, -0.507, -0.143], [1.037, -1.219, -0.189], [-1.110, -0.779, 1.682], [1.186, 1.262, 1.193], [-0.592, 0.900, 1.098]],
  "atomic_forces_ev_per_a": [[0.95, -1.35, 1.83], [-1.49, 1.91, -1.96], [1.21, -1.97, -0.75], [-0.03, 0.25, 0.26], [-1.41, -2.80, 0.58], [-0.18, 0.34, -0.37], [0.94, 3.63, 0.41]],
  "nbo_charge": [-0.3722, 0.7369, -0.9732, 0.2923, 1.4813, 0.9775, -1.1425],
  "homo_energy_ha": [-0.488, -0.510],
  "homo_lumo_gap_ev": [8.1, 8.3],
  "s_squared": 0.76,
  "multiplicity": 2,
  "total_charge": 1
}



{
  "formula": "C26H29FFeN6S2Si",
  "method": "the ωB97M-V functional and the def2-TZVPD basis",
  "elements": ["Fe", "C", "C", "N", "N", "C", "N", "S", "C", "C", "C", "C", "C", "N", "H", "H", "H", "H", "H", "H", "H", "H", "H", "H", "S", "C", "C", "C", "C", "C", "C", "C", "C", "C", "N", "H", "H", "H", "H", "H", "H", "C", "Si", "C", "C", "N", "C", "C", "C", "C", "C", "C", "F", "H", "H", "H", "H", "H", "H", "H", "H", "H", "H", "H", "H", "H"],
  "coordinates": [[-0.120, 0.105, 0.660], [3.241, -2.810, -0.249], [2.130, -1.801, -0.351], [1.717, -1.130, 0.731], [2.383, -1.382, 1.915], [1.843, -1.083, 3.078], [2.579, -1.377, 4.193], [0.297, -0.425, 3.215], [1.483, -1.579, -1.543], [1.407, -2.515, -2.628], [0.313, -2.572, -3.415], [-0.811, -1.711, -3.087], [-0.677, -0.708, -2.222], [0.605, -0.407, -1.609], [4.138, -2.348, 0.177], [3.521, -3.194, -1.223], [2.953, -3.652, 0.386], [3.278, -1.847, 1.888], [3.580, -1.453, 4.119], [2.225, -0.993, 5.051], [2.190, -3.254, -2.753], [0.231, -3.302, -4.208], [-1.784, -1.899, -3.524], [-1.469, -0.016, -1.977], [2.704, 2.681, -2.934], [1.634, 2.080, -4.112], [0.904, 1.039, -3.638], [1.211, 0.720, -2.279], [2.180, 1.534, -1.762], [2.716, 1.693, -0.399], [4.044, 2.074, -0.212], [4.494, 2.363, 1.063], [3.596, 2.295, 2.115], [2.296, 1.902, 1.844], [1.864, 1.574, 0.624], [1.609, 2.517, -5.097], [0.181, 0.496, -4.226], [4.703, 2.151, -1.066], [5.523, 2.655, 1.230], [3.889, 2.538, 3.127], [1.561, 1.851, 2.635], [-4.133, -1.561, 1.866], [-2.923, -1.225, 0.484], [-3.877, -1.438, -1.121], [-1.572, -2.523, 0.613], [-2.093, 0.287, 0.609], [-2.710, 1.515, 0.742], [-4.090, 1.762, 0.665], [-4.610, 3.041, 0.813], [-3.786, 4.136, 1.032], [-2.409, 3.934, 1.102], [-1.939, 2.657, 0.959], [-0.594, 2.413, 1.029], [-4.632, -2.522, 1.704], [-4.907, -0.794, 1.935], [-3.624, -1.600, 2.833], [-3.885, -2.490, -1.422], [-3.446, -0.861, -1.940], [-4.917, -1.119, -1.008], [-1.964, -3.527, 0.425], [-1.142, -2.519, 1.619], [-0.760, -2.365, -0.105], [-4.756, 0.928, 0.477], [-5.682, 3.185, 0.748], [-4.198, 5.129, 1.143], [-1.714, 4.748, 1.260]],
  "atomic_forces_ev_per_a": [[1.28, -0.18, 0.16], [-0.07, -0.06, 0.03], [-0.14, -0.21, 0.21], [-0.33, 0.02, -0.11], [0.04, 0.00, -0.19], [-0.17, 0.00, 0.17], [0.01, -0.01, -0.03], [-0.26, 0.12, 0.08], [0.08, 0.09, -0.15], [0.18, 0.03, 0.06], [-0.19, 0.11, 0.01], [0.11, -0.20, -0.17], [0.17, 0.11, 0.02], [-0.58, 0.19, 0.03], [0.02, -0.02, -0.05], [0.00, 0.00, 0.01], [0.02, 0.02, 0.01], [0.05, 0.02, -0.04], [0.01, 0.00, 0.00], [-0.01, 0.01, 0.02], [0.03, 0.08, -0.05], [-0.02, 0.00, 0.01], [0.01, 0.01, 0.00], [-0.02, -0.04, 0.10], [0.04, 0.08, -0.03], [0.04, 0.02, -0.02], [0.02, 0.00, -0.04], [-0.05, -0.28, -0.27], [0.05, 0.14, 0.24], [-0.10, -0.04, -0.11], [0.06, -0.01, -0.01], [0.03, 0.01, -0.01], [-0.01, -0.02, 0.02], [0.02, 0.05, -0.10], [-0.05, 0.09, 0.18], [-0.02, -0.03, 0.02], [0.02, 0.00, 0.03], [0.01, -0.05, 0.02], [-0.02, -0.01, -0.02], [-0.02, 0.02, -0.01], [-0.01, -0.06, 0.01], [-0.08, 0.11, 0.23], [0.08, -0.21, -0.01], [-0.14, 0.07, -0.09], [0.11, -0.01, 0.01], [-0.02, 0.12, 0.01], [-0.26, -0.21, -0.12], [0.00, -0.04, -0.04], [-0.01, 0.00, -0.01], [0.05, -0.05, -0.01], [-0.07, 0.03, 0.00], [0.09, -0.18, 0.03], [0.10, 0.42, 0.04], [0.03, 0.01, 0.00], [0.00, -0.05, 0.01], [-0.01, -0.01, -0.03], [-0.01, 0.03, 0.02], [-0.03, -0.02, -0.02], [0.02, -0.02, 0.00], [-0.05, 0.05, -0.03], [-0.02, -0.02, -0.04], [-0.03, -0.07, 0.01], [-0.02, 0.07, 0.00], [0.01, -0.02, 0.00], [0.00, -0.01, -0.01], [-0.01, -0.02, 0.01]],
  "nbo_charge": [1.4304, -0.6654, 0.2439, -0.5248, -0.4013, 0.2945, -0.8044, -0.3036, -0.0553, -0.1641, -0.3202, -0.2394, -0.0513, -0.5369, 0.2052, 0.2384, 0.2263, 0.3853, 0.3833, 0.4134, 0.2054, 0.2137, 0.2222, 0.2175, 0.4643, -0.4058, -0.2580, 0.1406, -0.2715, 0.2052, -0.2465, -0.1579, -0.2714, 0.0599, -0.4764, 0.2413, 0.2462, 0.2280, 0.2194, 0.2226, 0.2177, -1.1372, 1.8170, -1.1356, -1.1400, -1.2701, 0.1065, -0.2155, -0.2174, -0.2547, -0.2526, 0.3155, -0.3596, 0.2340, 0.2342, 0.2394, 0.2370, 0.2294, 0.2319, 0.2448, 0.2438, 0.2320, 0.2004, 0.2096, 0.2122, 0.2244],
  "homo_energy_ha": [-0.231, -0.231],
  "homo_lumo_gap_ev": [6.5, 6.5],
  "s_squared": 6.01,
  "multiplicity": 5,
  "relative_energy_ev": 0.000
}



{
  "formula": "C3H3F4NO3",
  "method": "the ωB97M-V functional and the def2-TZVPD basis",
  "elements": ["O", "N", "O", "C", "C", "O", "C", "F", "F", "F", "H", "H", "F", "H"],
  "coordinates": [[-1.254, 2.328, 0.686], [-0.375, 1.554, 0.980], [0.584, 1.795, 1.729], [-0.319, 0.307, 0.321], [0.511, -0.741, 0.723], [1.415, -0.675, 1.661], [-1.309, 0.100, -0.808], [-0.916, 0.618, -2.009], [-2.464, 0.550, -0.513], [-1.392, -1.238, -1.090], [0.248, -1.770, 0.363], [1.506, 0.243, 1.969], [2.077, -1.755, -1.634], [1.687, -1.314, -2.378]],
  "atomic_forces_ev_per_a": [[0.20, 0.37, 0.65], [1.34, 0.13, -0.89], [-0.45, 0.29, 0.49], [0.36, -1.99, -0.48], [-1.84, 0.63, 0.04], [0.08, -0.74, -0.32], [2.30, -1.40, -0.56], [0.02, 0.44, 0.62], [-2.39, 0.38, -0.01], [-0.21, 0.17, 0.39], [0.83, 1.18, 0.10], [-0.20, 0.51, -0.03], [-0.56, 0.62, -0.97], [0.52, -0.59, 0.97]],
  "nbo_charge": [-0.3387, 0.5255, -0.4536, -0.2402, 0.3242, -0.6038, 0.9753, -0.3338, -0.2734, -0.3416, 0.2360, 0.5207, -0.5645, 0.5678],
  "homo_energy_ha": -0.393,
  "smiles": "O=[N+]([O-])/C(=C\\O)C(F)(F)F.F",
  "homo_lumo_gap_ev": 9.8,
  "relative_energy_ev": 0.000
}



{
  "formula": "C27H34N8OP",
  "method": "the ωB97M-V functional and the def2-TZVPD basis",
  "elements": ["C", "P", "O", "N", "C", "N", "N", "H", "H", "H", "H", "H", "H", "H", "H", "H", "N", "C", "C", "C", "C", "C", "H", "H", "H", "H", "H", "N", "C", "C", "C", "C", "C", "H", "H", "H", "H", "H", "N", "C", "C", "C", "C", "C", "H", "H", "H", "H", "H", "N", "C", "C", "C", "C", "C", "H", "H", "H", "H", "H", "N", "C", "C", "C", "C", "C", "H", "H", "H", "H", "H"],
  "coordinates": [[0.468, 3.151, -6.665], [1.306, 1.708, -5.965], [0.140, 1.048, -5.061], [2.439, 2.542, -4.826], [2.178, 3.157, -3.688], [1.149, 2.770, -2.845], [2.895, 4.236, -3.286], [-0.295, 3.567, -6.015], [0.069, 2.877, -7.630], [1.238, 3.905, -6.793], [0.397, 0.126, -4.926], [3.396, 2.559, -5.146], [1.146, 1.774, -2.674], [0.234, 3.103, -3.117], [2.946, 4.262, -2.272], [3.846, 4.251, -3.643], [-1.797, -2.318, -7.192], [-1.727, -1.173, -6.520], [-2.770, -0.649, -5.773], [-3.960, -1.358, -5.723], [-4.052, -2.551, -6.417], [-2.945, -2.986, -7.133], [-0.781, -0.653, -6.598], [-2.653, 0.289, -5.248], [-4.801, -0.985, -5.153], [-4.961, -3.136, -6.407], [-2.975, -3.916, -7.688], [1.561, 1.186, 2.131], [1.685, 1.940, 1.045], [0.665, 2.724, 0.529], [-0.560, 2.724, 1.180], [-0.706, 1.943, 2.313], [0.381, 1.196, 2.747], [2.661, 1.912, 0.566], [0.829, 3.319, -0.356], [-1.384, 3.321, 0.811], [-1.641, 1.908, 2.856], [0.303, 0.574, 3.632], [-1.307, 0.292, 5.770], [-0.798, 1.406, 6.293], [-1.443, 2.171, 7.253], [-2.690, 1.759, 7.693], [-3.236, 0.604, 7.159], [-2.506, -0.089, 6.206], [0.180, 1.697, 5.922], [-0.978, 3.065, 7.644], [-3.226, 2.327, 8.442], [-4.205, 0.243, 7.475], [-2.895, -1.001, 5.767], [2.890, -1.654, -5.098], [3.716, -2.663, -5.356], [4.826, -2.959, -4.574], [5.092, -2.164, -3.472], [4.241, -1.106, -3.192], [3.165, -0.905, -4.039], [3.473, -3.260, -6.226], [5.462, -3.794, -4.827], [5.947, -2.366, -2.840], [4.407, -0.460, -2.340], [2.459, -0.096, -3.855], [-1.939, -4.761, 9.814], [-0.907, -3.971, 10.098], [-0.486, -2.932, 9.280], [-1.174, -2.704, 8.101], [-2.250, -3.519, 7.790], [-2.590, -4.528, 8.679], [-0.395, -4.185, 11.029], [0.359, -2.320, 9.563], [-0.876, -1.905, 7.435], [-2.815, -3.380, 6.879], [-3.427, -5.188, 8.475]],
  "atomic_forces_ev_per_a": [[0.25, 0.14, 0.97], [0.74, -0.80, -1.61], [0.24, 0.38, 0.54], [-0.52, -0.08, 1.11], [0.22, 0.69, -0.24], [0.11, 0.36, -0.10], [0.68, -1.71, 0.59], [-0.27, 0.03, 0.00], [-0.21, -0.09, -0.21], [0.10, 0.19, -0.28], [-0.29, -0.38, 0.07], [0.11, 0.24, -0.38], [-0.27, -0.15, -0.32], [-0.13, 0.09, 0.21], [-0.40, 0.47, 0.06], [-0.20, 0.59, -0.50], [0.00, -0.01, 0.01], [-0.04, -0.08, -0.04], [0.04, 0.01, 0.01], [-0.04, 0.01, 0.03], [0.02, 0.02, 0.01], [0.00, -0.08, -0.04], [0.03, 0.06, -0.05], [0.01, 0.02, -0.01], [-0.01, 0.00, 0.00], [0.00, -0.02, -0.01], [-0.05, -0.01, 0.01], [-0.02, 0.00, -0.02], [0.08, 0.00, -0.09], [-0.03, 0.00, 0.08], [-0.02, 0.00, -0.01], [0.00, 0.00, -0.02], [0.05, -0.11, 0.14], [-0.01, 0.04, -0.02], [0.00, 0.04, 0.00], [0.00, 0.02, 0.01], [0.01, -0.02, 0.04], [-0.10, 0.00, -0.01], [0.01, 0.10, -0.02], [0.08, -0.01, -0.03], [-0.01, -0.01, -0.01], [-0.02, 0.02, 0.04], [0.00, 0.00, 0.00], [-0.03, -0.09, -0.10], [0.01, 0.04, 0.04], [0.02, 0.00, 0.00], [0.00, 0.00, 0.01], [0.00, -0.03, 0.00], [-0.06, 0.01, 0.02], [-0.13, 0.11, -0.04], [0.00, -0.11, -0.10], [-0.03, 0.05, 0.01], [0.04, -0.02, -0.01], [0.03, 0.01, -0.03], [-0.08, 0.11, 0.13], [0.03, -0.04, 0.01], [0.00, -0.02, -0.02], [0.01, -0.01, 0.01], [-0.03, -0.02, 0.02], [0.09, 0.05, 0.15], [0.00, 0.00, 0.00], [0.03, -0.02, 0.07], [-0.03, -0.03, 0.01], [0.05, 0.05, -0.04], [0.01, 0.01, 0.03], [-0.07, -0.05, -0.01], [0.03, 0.04, 0.00], [0.01, -0.01, 0.01], [0.02, 0.00, -0.01], [-0.02, -0.02, -0.01], [-0.01, 0.02, -0.04]],
  "mulliken_charge": [-1.0767, 0.1855, -0.3734, -0.1008, 0.2009, -0.3126, -0.3561, 0.3109, 0.3770, 0.4019, 0.3239, 0.2631, 0.3534, 0.2560, 0.2785, 0.2982, -0.5200, -0.3536, -0.1946, -0.4337, -0.3128, -0.2575, 0.6226, 0.3516, 0.3793, 0.3667, 0.3713, -0.5465, -0.2952, -0.0976, -0.5874, -0.2239, -0.4570, 0.3494, 0.4144, 0.3811, 0.4341, 0.6152, -0.2629, -0.1879, -0.6140, -0.2239, -0.3401, -0.5267, 0.4601, 0.3790, 0.3878, 0.3995, 0.5535, -0.2776, -0.2932, -0.3701, -0.3118, -0.7116, 0.4153, 0.3779, 0.3748, 0.3974, 0.3773, -0.0271, -0.5599, -0.1755, -0.5201, 0.0152, -0.3264, -0.2473, 0.3522, 0.3536, 0.4547, 0.2973, 0.3446],
  "homo_energy_ha": -0.393,
  "homo_lumo_gap_ev": 6.9,
  "total_charge": 1
}



{
  "formula": "C5H6AuBiCl2O4",
  "method": "the ωB97M-V functional and the def2-TZVPD basis",
  "elements": ["Bi", "Au", "Cl", "Cl", "C", "C", "C", "O", "O", "O", "C", "C", "O", "H", "H", "H", "H", "H", "H"],
  "coordinates": [[2.580, 5.008, -1.154], [0.250, -0.889, 1.338], [2.174, 4.280, -3.507], [-1.130, 0.074, 2.780], [0.545, -2.738, 2.155], [4.107, 6.996, -2.215], [3.656, 6.354, 0.996], [0.593, -3.623, 2.922], [4.758, 7.812, -2.691], [4.084, 6.879, 1.917], [-3.039, -3.921, -0.637], [-1.750, -3.336, -0.069], [-2.159, -2.152, 0.652], [-3.763, -3.969, 0.212], [-2.929, -4.903, -1.132], [-3.461, -3.158, -1.338], [-1.306, -4.046, 0.647], [-0.968, -3.205, -0.844], [-2.245, -1.463, -0.033]],
  "atomic_forces_ev_per_a": [[-0.06, 0.06, -3.31], [0.51, -0.53, 0.40], [0.50, 0.79, 2.47], [-0.52, 0.78, 0.30], [0.89, -5.39, 4.62], [2.28, 2.85, -1.65], [1.80, 2.13, 3.55], [-0.31, 5.11, -4.60], [-2.70, -3.37, 1.94], [-1.51, -1.82, -3.20], [-3.61, 0.99, -0.33], [2.48, -0.24, 1.56], [0.72, -1.94, -1.55], [0.49, -0.39, -0.69], [0.71, 0.28, 0.32], [0.32, -0.82, 0.24], [-0.67, 0.23, 0.20], [-0.78, 0.74, -0.16], [-0.54, 0.55, -0.12]],
  "nbo_charge": [1.8608, 0.9444, -0.2525, -0.0913, 0.4225, 0.4724, 0.4035, -0.2292, -0.2266, -0.2576, -0.5732, -0.1127, -0.2708, 0.2770, 0.3437, 0.2524, 0.2531, 0.2635, 0.5205],
  "homo_energy_ha": [-0.876, -0.875],
  "homo_lumo_gap_ev": [6.7, 6.3],
  "s_squared": 2.01,
  "multiplicity": 3,
  "total_charge": 4,
  "relative_energy_ev": 0.000
}



{
  "formula": "C4H5NO",
  "method": "the ωB97M-V functional and the def2-TZVPD basis",
  "elements": ["O", "C", "C", "C", "C", "N", "H", "H", "H", "H", "H"],
  "coordinates": [[0.524, 0.271, 1.648], [0.208, -0.341, 0.455], [-0.562, 0.386, -0.636], [-1.285, -0.563, 0.274], [1.337, -0.499, -0.399], [1.943, 0.264, -1.111], [1.138, 1.001, 1.466], [0.836, 1.041, -1.126], [-0.528, -0.114, -1.604], [-1.794, -0.234, 1.176], [-1.669, -1.490, -0.141]],
  "atomic_forces_ev_per_a": [[0.18, 0.15, 0.10], [-0.02, 0.03, -0.02], [-0.30, -0.05, -0.06], [-0.18, -0.20, 0.05], [0.42, 0.59, -0.63], [-0.60, -0.49, 0.45], [-0.08, -0.09, 0.06], [0.33, -0.07, 0.05], [0.13, 0.01, 0.11], [0.07, 0.04, -0.14], [0.06, 0.09, 0.03]],
  "nbo_charge": [-0.6597, 0.1194, -0.3815, -0.3886, 0.3485, -0.5174, 0.4818, 0.3367, 0.2032, 0.2390, 0.2186],
  "homo_energy_ha": [-0.342, -0.342],
  "homo_lumo_gap_ev": [8.8, 8.8],
  "relative_energy_ev": 7.022
}